# 1
# C4H5N3O

A molecular structure, C4H5N3O in a non-equilibrium geometry (the ωB97M-V functional and the def2-TZVPD basis, the Open Molecules 2025 dataset).

Its charge is 0. The value obtained for the HOMO energy is -9.228 eV. The HOMO-LUMO gap comes out at 8.38 eV.

Cartesian coordinates (Å):
C: 0.744417 -2.026273 -1.165269
C: -0.039118 -0.923292 -0.586812
C: -0.377063 0.687665 0.516020
C: -0.297326 1.919495 0.719659
H: 0.125805 -3.309921 -0.119843
H: 2.443150 -1.852443 -1.216917
H: 0.202902 -1.912847 -2.788287
H: 0.470083 2.484042 0.111233
H: -0.627203 3.726701 1.815755
N: 0.032537 0.295412 -0.682894
N: -1.040493 -0.384552 1.125300
N: -0.766966 -1.440824 0.584066
O: -0.870724 2.736837 1.687989

Forces on atoms 1 to 6 (eV/Å):
C 0.6348 -1.5946 -2.8011
C 1.9095 -6.8968 -0.5848
C -3.7558 -4.4213 -0.1802
C 1.4989 10.7149 2.7358
H 1.8375 2.9229 -3.0411
H -4.7399 -0.4305 0.2156

***

# 2
# C4H5N3O

2 unconnected molecules or ions with the total composition C4H5N3O in a non-equilibrium geometry (the ωB97M-V functional and the def2-TZVPD basis, the Open Molecules 2025 dataset).

Its charge is 0. The value obtained for the HOMO energy is -7.898 eV. The HOMO-LUMO gap comes out at 7.77 eV.

Cartesian coordinates (Å):
C: 0.175677 -0.514741 -0.645478
C: 0.327513 1.622702 -0.968670
C: 0.192361 0.113027 0.724690
C: 0.351314 -0.363929 1.981556
H: -1.755270 -2.789725 -1.689601
H: 0.507821 2.464678 -1.549026
H: 0.047539 2.188495 1.111456
H: 0.374109 0.383875 2.803212
H: 0.184654 -1.387368 2.291890
N: -0.460766 -1.594058 -0.776598
N: 0.347129 0.494865 -1.671943
N: 0.344522 1.412619 0.373384
O: -0.636603 -2.030442 -1.984872

Forces on atoms 1 to 6 (eV/Å):
C -1.1761 1.4845 0.0335
C 0.7870 -4.7017 -1.4325
C 1.5525 -2.1698 0.0226
C -1.0828 1.0364 -0.0214
H 4.7802 2.8370 -1.8835
H -0.1021 2.1052 -0.0181

***

# 3
# C4H5N3O2

2 unconnected molecules or ions with the total composition C4H5N3O2 in a non-equilibrium geometry (the ωB97M-V functional and the def2-TZVPD basis, the Open Molecules 2025 dataset).

Its charge is 0. The value obtained for the HOMO energy (spin up / spin down) is -10.161 / -9.836 eV. The HOMO-LUMO gap (spin up / spin down) comes out at 7.90 / 7.88 eV.

Cartesian coordinates (Å):
C: 1.309400 -1.847310 0.137331
C: 0.064401 0.190007 0.628072
C: -0.783674 -0.140457 -0.584832
C: 1.014467 -0.811621 0.942886
N: 1.623945 -2.792721 -0.450050
N: -0.224282 1.308471 1.106188
N: 2.668602 0.715969 0.090857
O: 3.813555 0.402478 0.205651
O: 2.122976 1.686307 -0.287124
H: -1.273240 -1.049691 -0.304693
H: -0.027272 -0.355352 -1.426425
H: -1.491441 0.646925 -1.061018
H: 1.393659 -0.783291 1.956311
H: 0.166742 1.637109 1.993912

Forces on atoms 1 to 6 (eV/Å):
C 0.6977 -2.5093 -1.1083
C -2.5555 0.0927 -2.5026
C 1.2574 0.7038 -2.6337
C 0.5545 2.5625 2.5094
N -0.0504 0.0893 -0.1841
N -0.3857 1.8342 2.0682

***

# 4
# C4H5N3O2

2 unconnected molecules or ions with the total composition C4H5N3O2 in a non-equilibrium geometry (the ωB97M-V functional and the def2-TZVPD basis, the Open Molecules 2025 dataset).

Its charge is 0. The value obtained for the HOMO energy (spin up / spin down) is -10.775 / -10.771 eV. The HOMO-LUMO gap (spin up / spin down) comes out at 9.01 / 9.01 eV.

Cartesian coordinates (Å):
C: 0.974049 1.484742 -0.200711
C: -0.824430 -0.352641 -0.241324
C: -1.291607 0.092611 1.092414
C: 0.654182 0.137767 -0.453332
N: 1.243459 2.589798 -0.035367
N: -1.693992 -0.729675 -1.044724
N: 1.581542 -0.809636 0.101197
O: 2.110991 -1.517825 -0.714709
O: 1.716273 -0.799538 1.303002
H: -2.326689 0.110076 1.140953
H: -0.891646 0.952645 1.507737
H: -1.020047 -0.761099 1.799175
H: 1.215277 0.399026 -2.237457
H: -1.447356 -0.796252 -2.016848

Forces on atoms 1 to 6 (eV/Å):
C -0.0084 0.9682 0.6891
C 0.4666 2.8158 0.1067
C 1.0254 -3.9607 1.7409
C -0.7920 0.3011 -4.8303
N -0.0484 0.0221 0.0676
N -0.3966 -0.3752 -0.6817

***

# 5
# C4H5N3O3

A single C4H5N3O3 molecule in a non-equilibrium geometry (the ωB97M-V functional and the def2-TZVPD basis, the Open Molecules 2025 dataset).

Its charge is 0. The SMILES is NC(=O)[C@H](O)c1ncno1. The value obtained for the HOMO energy is -10.531 eV. The HOMO-LUMO gap comes out at 10.90 eV.

Cartesian coordinates (Å):
N: -1.884861 -1.091413 0.702852
C: -1.384665 -0.834015 -0.500306
O: -0.998370 -1.893013 -1.052857
C: -0.621197 0.461611 -0.828754
O: -0.271520 0.428710 -2.169162
C: 0.593589 0.622619 0.047453
N: 1.828076 0.314570 -0.194622
C: 2.458275 0.717149 0.952534
N: 1.661925 1.227839 1.845480
O: 0.424143 1.175511 1.241316
H: -2.431642 -0.354439 1.131338
H: -1.698997 -2.240034 0.654003
H: -1.298617 1.304499 -0.619195
H: 0.098655 -0.452138 -2.343494
H: 3.525204 0.612545 1.133413

Forces on atoms 1 to 6 (eV/Å):
N -0.0374 -1.6332 -0.3816
C 3.6657 -3.1781 0.3568
O -0.3609 1.7249 -1.2923
C -1.2410 0.2128 -0.6257
O 0.1014 0.3823 -0.1504
C 0.3438 -0.2884 0.1756

***

# 6
# C4H5N3OS

2 unconnected molecules or ions with the total composition C4H5N3OS in a non-equilibrium geometry (the ωB97M-V functional and the def2-TZVPD basis, the Open Molecules 2025 dataset).

Its charge is 0. The value obtained for the HOMO energy is -8.901 eV. The HOMO-LUMO gap comes out at 9.38 eV.

Cartesian coordinates (Å):
C: 1.626263 0.300318 0.906759
C: 1.386730 -1.010496 0.750756
C: 0.022809 0.224884 -0.727499
C: -2.218188 0.660300 0.142602
N: 0.838548 0.982592 0.094937
N: 0.403450 -0.991314 -0.301705
N: -2.410170 1.686202 -0.441410
O: -0.015338 -2.216751 -0.864180
S: -2.744876 -0.642994 0.736659
H: 2.572469 0.862683 1.360822
H: 1.584880 -1.943438 1.228161
H: 0.853691 2.035637 0.034242
H: -1.714170 2.010088 -1.109802
H: -0.186094 -1.957715 -1.810345

Forces on atoms 1 to 6 (eV/Å):
C 4.4570 0.8759 2.6226
C -1.9678 -0.3430 -1.9776
C 1.3481 -0.8483 0.4236
C -1.8026 0.4255 -0.8877
N -1.6515 3.3046 -2.1868
N 0.7470 -0.7187 0.6303

***

# 7
# C4H5N3S

A single C4H5N3S molecule in a non-equilibrium geometry (the ωB97M-V functional and the def2-TZVPD basis, the Open Molecules 2025 dataset).

Its charge is 0. The SMILES is C=Nn1cc(S)cn1. The value obtained for the HOMO energy is -8.616 eV. The HOMO-LUMO gap comes out at 8.64 eV.

Cartesian coordinates (Å):
C: -0.850092 2.401539 -0.740774
N: -0.905273 1.367676 -1.529017
N: -0.580199 0.172831 -0.689352
C: 0.405114 0.057168 0.294421
C: 0.550403 -1.360553 0.550907
S: 1.632061 -2.250655 1.560877
C: -0.142203 -1.854707 -0.522484
N: -0.787055 -0.972350 -1.258707
H: -1.223894 3.388593 -0.914312
H: -0.714771 2.365470 0.495025
H: 0.900137 0.991566 0.730694
H: 1.627740 -1.433763 2.935822
H: 0.088032 -2.872816 -0.913100

Forces on atoms 1 to 6 (eV/Å):
C -0.8181 -1.6821 2.9367
N 0.6616 0.7647 3.8185
N 2.1256 1.8068 -0.3546
C -0.1357 0.4665 1.3900
C 0.3593 4.6946 -0.4323
S 0.5566 1.3503 3.2510

***

# 8
# C4H5N3S2

A single C4H5N3S2 molecule in a non-equilibrium geometry (the ωB97M-V functional and the def2-TZVPD basis, the Open Molecules 2025 dataset).

Its charge is 0. The SMILES is [H]/N=C(/C=N\CS)SC#N. The value obtained for the HOMO energy is -9.362 eV. The HOMO-LUMO gap comes out at 9.35 eV.

Cartesian coordinates (Å):
H: -2.606330 1.321476 1.406648
N: -1.650689 1.525111 1.262872
C: -0.804123 0.605890 1.109536
C: 0.649400 0.918117 0.915303
N: 1.312696 0.815716 -0.158210
C: 0.979244 0.268849 -1.487450
S: -0.799166 0.046699 -1.979648
S: -1.359108 -1.158240 1.126169
C: 0.073273 -2.060868 0.802679
N: 0.916302 -2.835291 0.660370
H: 1.206228 1.460624 1.657932
H: 1.384931 0.985506 -2.319780
H: 1.473492 -0.744127 -1.552515
H: -0.776149 -1.149461 -1.443908

Forces on atoms 1 to 6 (eV/Å):
H -1.1848 -0.6913 0.0712
N 2.2256 0.1310 0.0113
C -1.1221 -0.0342 0.0905
C 0.2826 0.1165 -1.9586
N 0.1775 -0.3331 -0.8955
C 0.2979 0.7119 -0.5066

***

# 9
# C4H5N4S5

A molecular structure, C4H5N4S5 in a non-equilibrium geometry (the ωB97M-V functional and the def2-TZVPD basis, the Open Molecules 2025 dataset).

Its charge is +1. The value obtained for the HOMO energy (spin up / spin down) is -11.467 / -11.461 eV. The HOMO-LUMO gap (spin up / spin down) comes out at 6.71 / 6.70 eV.

Cartesian coordinates (Å):
C: 1.879998 0.101657 0.882963
C: 2.007354 -0.207080 -0.420193
C: -3.500697 -0.860402 0.066472
C: -1.976722 -1.010332 -0.056728
N: 3.370234 0.160639 -0.817275
N: 4.045572 0.757911 0.124345
N: -3.118522 -1.696972 -0.762753
N: -1.405321 1.342194 -0.128998
S: 3.253570 0.874783 1.493749
S: -1.122298 0.153878 -1.178154
S: -1.043215 -1.859336 1.194609
S: -0.875141 2.871637 -0.453579
S: 0.956933 -0.906960 -1.492444
H: 0.935326 0.153188 1.461876
H: -4.231104 -0.381074 0.609595
H: 3.838084 0.068867 -1.779997
H: -1.321309 -3.058229 0.788420
H: -1.692745 3.495631 0.468095

Forces on atoms 1 to 6 (eV/Å):
C -1.4820 1.1694 2.0531
C 2.8734 0.3806 -0.8550
C 4.4261 -0.2366 -0.8220
C -1.9848 -0.3811 -0.2920
N -1.0585 0.3122 0.6236
N 1.1301 -0.3867 -1.2981

***

# 10
# C4H5NO

A single C4H5NO molecule in a non-equilibrium geometry (the ωB97M-V functional and the def2-TZVPD basis, the Open Molecules 2025 dataset).

Its charge is 0. The SMILES is Cc1ncco1. The value obtained for the HOMO energy is -9.218 eV. The HOMO-LUMO gap comes out at 10.19 eV.

Cartesian coordinates (Å):
C: 1.872841 0.005784 -0.026326
C: 0.383250 0.227747 -0.097418
N: -0.505982 1.268764 -0.124888
C: -1.731201 0.609332 -0.010057
C: -1.720446 -0.758648 -0.022226
O: -0.311324 -0.880855 -0.053644
H: 2.321735 0.311090 1.065293
H: 2.504154 0.440463 -0.830131
H: 2.251177 -1.016386 0.004472
H: -2.654027 1.241228 0.333194
H: -2.410175 -1.448521 -0.238272

Forces on atoms 1 to 6 (eV/Å):
C 2.0768 1.1761 2.3648
C -3.1351 1.3272 -0.1708
N 1.6201 -2.1651 0.8246
C -2.9690 2.3183 1.1326
C 5.6654 6.4725 0.5213
O -0.0078 -5.0821 -0.4994

***

Energy relative to the best compared isomer or geometry (same formula, charge and spin) values (in kcal per mole) by entry order: 291.6, 144.6, 181.4, 217.8, 77.0, 127.0, 109.7, 4.4, 0.0, 49.0.